1.
The following is a DFT calculation (ωB97M-V with the def2-TZVPD basis set) of a 10-piece molecular cluster, C45H50O25 overall.

## Properties
- LUMO energy: -3.05 eV
- HOMO level: -8.44 eV
- 2S+1: 1
- Structure (SMILES): O=C1C=C(O)C(=O)C=C1O.O=C1C=C(O)C(=O)C=C1O.O=C1C=C(O)C(=O)C=C1O.O=C1C=C(O)C(=O)C=C1O.O=C1C=C(O)C(=O)C=C1O.CC(C)=O.CC(C)=O.CC(C)=O.CC(C)=O.CC(C)=O

```
120
C45H50O25 ωB97M-V with the def2-TZVPD basis set
C 17.931 24.607 34.446
C 18.932 23.966 33.513
C 20.132 24.542 33.109
O 20.865 24.055 32.256
C 20.535 25.746 33.739
C 19.675 26.525 34.627
C 18.449 25.755 35.211
O 17.713 26.280 36.137
O 19.986 27.730 35.120
O 18.421 22.835 32.899
H 16.961 24.063 34.611
H 21.565 26.256 33.460
H 20.894 28.204 34.787
H 19.031 22.717 32.151
C 24.017 25.222 35.527
C 23.721 26.062 36.821
C 22.525 25.925 37.580
O 22.364 26.645 38.561
C 21.697 24.861 37.202
C 22.013 23.828 36.130
C 23.167 24.074 35.308
O 23.467 23.245 34.420
O 21.130 22.753 35.831
O 24.487 27.198 37.091
H 24.816 25.250 34.818
H 20.765 24.637 37.554
H 20.514 22.707 36.455
H 24.206 27.577 37.830
C 25.970 24.883 31.191
C 24.523 24.368 31.420
C 24.210 22.982 31.132
O 23.051 22.541 31.325
C 25.264 22.126 30.589
C 26.718 22.653 30.418
C 27.103 24.026 30.823
O 28.211 24.388 31.081
O 27.672 21.943 29.811
O 23.579 25.084 31.916
H 26.361 25.845 31.500
H 24.999 20.975 30.259
H 27.252 20.965 29.758
H 22.898 24.459 31.894
C 18.278 21.573 29.279
C 19.739 21.333 29.633
C 20.431 20.268 28.837
O 21.644 20.022 29.216
C 19.826 19.759 27.721
C 18.366 20.151 27.262
C 17.577 21.013 28.120
O 16.350 21.255 27.849
O 17.838 19.628 26.018
O 20.284 21.880 30.702
H 17.768 22.138 29.930
H 20.357 19.071 27.069
H 16.938 20.144 26.125
H 21.122 21.482 30.775
C 33.107 23.646 28.927
C 31.930 23.948 29.915
C 32.083 24.963 30.938
O 31.155 25.191 31.658
C 33.314 25.780 30.909
C 34.468 25.453 29.983
C 34.375 24.332 29.013
O 35.225 24.180 28.103
O 35.563 26.304 29.941
O 30.735 23.404 29.841
H 33.073 22.687 28.273
H 33.420 26.801 31.401
H 35.400 26.961 30.475
H 30.271 23.592 30.742
C 21.825 20.341 33.874
C 20.817 19.230 33.842
O 20.945 18.383 32.985
C 19.693 19.182 34.923
H 22.678 20.051 33.307
H 22.229 20.545 34.909
H 21.686 21.470 33.646
H 19.350 19.996 34.899
H 20.120 18.981 35.744
H 18.855 18.582 34.678
C 24.776 18.341 29.918
C 26.141 18.452 29.221
O 26.718 19.530 29.010
C 26.677 17.045 28.802
H 25.006 18.411 30.994
H 24.079 17.647 29.640
H 24.161 19.182 29.615
H 27.253 16.557 29.598
H 27.402 17.323 27.836
H 25.734 16.421 28.209
C 23.545 30.058 35.416
C 23.525 28.954 34.354
O 22.360 28.518 34.140
C 24.763 28.291 33.825
H 23.227 30.938 35.041
H 24.515 30.206 35.794
H 22.973 29.807 36.294
H 25.235 27.640 34.510
H 25.343 29.154 33.630
H 24.534 27.650 33.069
C 29.648 27.891 30.130
C 29.988 27.232 28.896
O 31.180 27.307 28.552
C 28.961 26.490 28.137
H 30.309 28.780 30.367
H 29.922 27.292 30.830
H 28.603 28.165 30.223
H 28.126 26.279 28.809
H 29.572 25.670 27.603
H 28.575 27.056 27.316
C 20.116 29.295 31.825
C 20.796 28.638 30.654
O 20.327 28.622 29.600
C 22.231 28.175 30.852
H 19.703 28.561 32.389
H 19.277 29.857 31.468
H 20.762 29.865 32.368
H 22.656 27.714 30.075
H 22.507 27.698 31.748
H 22.589 29.065 31.016
```

Results of the Löwdin charge analysis, in e, for atoms 1 through 6: 0.111 -0.160 -0.417 0.092 0.054 -0.175


2.
The following is a DFT calculation (ωB97M-V with the def2-TZVPD basis set) of a 10-piece molecular cluster, C45H50O25 overall.

## Properties
- LUMO energy: -2.86 eV
- HOMO level: -8.85 eV
- 2S+1: 1
- Structure (SMILES): O=C1C=C(O)C(=O)C=C1O.O=C1C=C(O)C(=O)C=C1O.O=C1C=C(O)C(=O)C=C1O.O=C1C=C(O)C(=O)C=C1O.O=C1C=C(O)C(=O)C=C1O.CC(C)=O.CC(C)=O.CC(C)=O.CC(C)=O.CC(C)=O

```
120
C45H50O25 ωB97M-V with the def2-TZVPD basis set
C 4.590 3.061 -2.430
C 4.525 4.084 -1.279
C 3.398 3.955 -0.322
O 3.310 4.746 0.728
C 2.383 3.012 -0.493
C 2.321 2.140 -1.711
C 3.488 2.053 -2.592
O 3.450 1.252 -3.502
O 1.198 1.589 -2.261
O 5.514 5.016 -1.110
H 5.434 3.046 -2.909
H 1.455 2.998 0.415
H 0.540 1.527 -1.684
H 5.206 5.803 -0.534
C -3.650 -2.436 -3.698
C -3.931 -1.958 -2.190
C -3.840 -0.596 -1.913
O -3.795 -0.298 -0.742
C -3.689 0.318 -2.977
C -3.443 -0.089 -4.523
C -3.426 -1.451 -4.765
O -3.156 -1.831 -5.984
O -3.539 0.883 -5.475
O -4.006 -2.902 -1.171
H -3.553 -3.521 -3.827
H -3.621 1.446 -2.645
H -3.260 1.758 -5.162
H -4.155 -2.411 -0.354
C 2.351 3.488 5.954
C 3.106 3.252 4.649
C 2.819 1.974 3.900
O 3.397 1.638 2.912
C 1.538 1.356 4.210
C 0.631 1.886 5.341
C 0.960 2.904 6.160
O 0.377 3.287 7.155
O -0.661 1.436 5.532
O 4.356 3.919 4.408
H 2.711 4.293 6.693
H 1.082 0.713 3.536
H -0.915 0.653 5.212
H 4.727 3.479 3.580
C -0.198 5.292 3.359
C -0.077 6.748 3.462
C 0.101 7.617 2.310
O 0.364 8.820 2.407
C 0.185 7.025 1.069
C -0.067 5.508 0.935
C -0.205 4.679 2.100
O -0.328 3.514 1.904
O -0.595 5.013 -0.336
O 0.030 7.504 4.694
H -0.167 4.620 4.225
H 0.090 7.791 0.222
H -0.526 5.506 -1.083
H 0.596 8.172 4.554
C -1.099 -2.010 1.369
C -1.006 -0.501 1.110
C -0.952 -0.002 -0.228
O -1.096 1.152 -0.479
C -0.531 -0.890 -1.332
C -0.617 -2.418 -1.092
C -0.943 -2.915 0.290
O -1.111 -4.109 0.555
O -0.069 -3.342 -1.882
O -1.318 0.416 2.118
H -1.522 -2.361 2.222
H -0.119 -0.259 -2.261
H 0.236 -2.989 -2.606
H -1.563 1.137 1.670
C 0.442 -0.100 -5.322
C 0.312 -1.573 -5.349
O 0.429 -2.203 -4.243
C 0.013 -2.458 -6.596
H 1.153 0.192 -4.592
H -0.355 0.184 -4.950
H 0.699 0.273 -6.250
H 0.794 -2.360 -7.305
H -0.733 -2.119 -7.160
H -0.085 -3.414 -6.423
C 1.028 -6.021 -4.681
C 1.891 -6.959 -3.984
O 2.976 -6.590 -3.664
C 1.277 -8.455 -3.710
H 1.435 -5.413 -5.254
H 0.527 -5.602 -3.891
H 0.125 -6.441 -5.268
H 0.605 -8.726 -4.573
H 0.867 -8.576 -2.695
H 2.259 -8.997 -3.919
C -6.134 -0.077 1.568
C -5.210 -1.168 1.982
O -5.036 -2.159 1.242
C -4.655 -1.156 3.436
H -6.283 -0.007 0.561
H -5.672 0.886 1.892
H -7.173 -0.073 1.973
H -3.800 -0.350 3.488
H -4.230 -2.075 3.664
H -5.415 -1.186 4.129
C 2.861 -1.045 0.493
C 3.900 -1.173 -0.637
O 4.985 -0.655 -0.413
C 3.376 -1.677 -1.929
H 2.019 -0.401 0.116
H 3.189 -0.618 1.477
H 2.300 -1.906 0.698
H 3.434 -2.652 -2.124
H 3.998 -1.198 -2.758
H 2.539 -1.271 -2.357
C 0.812 -2.416 5.209
C -0.796 -2.396 5.025
O -1.367 -1.352 5.214
C -1.468 -3.665 4.740
H 1.128 -3.118 5.960
H 1.203 -1.416 5.311
H 1.165 -2.664 4.295
H -1.126 -4.236 3.920
H -2.416 -3.275 4.578
H -1.509 -4.333 5.666
```

Results of the Löwdin charge analysis, in e, for atoms 1 through 6: 0.158 -0.131 -0.342 0.000 0.078 -0.118


Most stable to least stable: 1, 2


1.
The following is a DFT calculation (ωB97M-V with the def2-TZVPD basis set) of a 2-piece molecular cluster, C4H11NO2 overall.

## Properties
- LUMO energy (alpha / beta): 3.84 / 3.71 eV
- HOMO level (alpha / beta): 0.65 / -6.16 eV
- Net charge: -1
- 2S+1: 2

```
18
C4H11NO2 ωB97M-V with the def2-TZVPD basis set
C -2.041 -1.082 -0.084
N -1.083 -0.252 -0.569
C -0.647 1.013 0.054
C 0.017 0.601 1.407
C 1.487 0.199 1.175
O -2.560 -1.095 1.021
H -2.247 -1.893 -0.808
H -0.311 -0.730 -1.035
H -1.460 1.719 0.199
H 0.203 1.355 -0.547
H -0.428 -0.319 1.778
H -0.009 1.355 2.198
H 1.965 -0.124 2.102
H 1.469 -0.581 0.426
H 2.054 1.008 0.709
H 1.800 -0.815 -2.356
H 0.908 0.286 -3.000
O 0.884 -0.642 -2.671
```

Results of the natural (NBO) charge analysis, in e, for atoms 1 through 6: 0.525 -0.656 -0.285 -0.413 -0.695 -0.649


2.
The following is a DFT calculation (ωB97M-V with the def2-TZVPD basis set) of a 2-piece molecular cluster, C4H11NO2 overall.

## Properties
- LUMO energy (alpha / beta): 2.99 / 2.86 eV
- HOMO level (alpha / beta): 0.47 / -2.81 eV
- Net charge: -1
- 2S+1: 2

```
18
C4H11NO2 ωB97M-V with the def2-TZVPD basis set
C -1.581 0.158 -0.193
N -0.233 -0.295 -0.015
C 2.335 0.555 0.182
C 0.693 0.768 0.549
C 0.328 0.777 2.104
O 0.264 1.895 2.727
H -2.082 0.207 0.832
H -2.212 -0.470 -0.828
H -1.487 1.216 -0.608
H 0.215 -0.642 -0.888
H 2.714 1.537 0.639
H 2.475 0.615 -0.950
H 2.732 -0.359 0.630
H 0.473 1.776 0.158
H 0.575 -0.130 2.680
H -2.409 -2.304 -1.892
H -1.338 -2.945 -2.962
O -1.461 -2.359 -2.166
```

Results of the natural (NBO) charge analysis, in e, for atoms 1 through 6: -0.413 -0.658 -0.669 -0.105 0.017 -0.792


Most stable to least stable: 1, 2


1.
The following is a DFT calculation (ωB97M-V with the def2-TZVPD basis set) of a 2-piece molecular cluster, C3H9O2 overall.

## Properties
- LUMO energy: 3.36 eV
- HOMO level: -1.76 eV
- Net charge: -1
- 2S+1: 1

```
14
C3H9O2 ωB97M-V with the def2-TZVPD basis set
C 1.749 2.623 1.361
O 0.327 2.341 1.668
H 2.222 2.002 0.614
H 2.400 3.019 2.123
H 1.823 3.564 0.675
C -0.864 -1.156 -1.258
O -2.129 -1.845 -1.673
C -0.593 -1.496 0.175
H -1.136 -0.077 -1.390
H -0.148 -1.532 -2.058
H -2.017 -2.749 -1.681
H -0.734 -2.584 0.176
H -1.278 -1.033 0.986
H 0.378 -1.074 0.281
```

Results of the natural (NBO) charge analysis, in e, for atoms 1 through 6: -0.268 -1.007 0.107 0.111 0.063 -0.064


2.
The following is a DFT calculation (ωB97M-V with the def2-TZVPD basis set) of a 2-piece molecular cluster, C3H9O2 overall.

## Properties
- LUMO energy: 4.39 eV
- HOMO level: -2.08 eV
- Net charge: -1
- 2S+1: 1

```
14
C3H9O2 ωB97M-V with the def2-TZVPD basis set
C -0.288 -1.049 0.295
O -0.332 -1.524 -0.967
C -0.956 0.345 0.573
C -0.987 1.130 -0.653
H 0.754 -0.843 0.590
H -0.906 -1.846 0.772
H -0.293 0.836 1.272
H -1.854 0.123 1.076
H -1.598 2.024 -0.652
H -1.295 0.566 -1.582
H -0.092 1.575 -0.980
H 2.311 0.291 -0.088
H 2.555 -1.244 0.109
O 2.981 -0.383 0.234
```

Results of the natural (NBO) charge analysis, in e, for atoms 1 through 6: -0.038 -0.985 -0.469 -0.617 0.065 0.110


Most stable to least stable: 2, 1